Run a
Molecular formula: C41H62BN6PS3W
Method: DFT, ωB97M-V/def2-TZVPD

Each line ends with the Mulliken charge.
CARTESIAN COORDINATES (ANGSTROEM)
W -1.993 0.021 -0.411  0.36
C -2.191 4.705 1.903  -1.85
C -1.128 3.668 2.081  0.20
C -0.185 3.715 3.079  -0.58
C 0.768 2.686 3.239  -0.04
N 0.826 1.687 2.375  -0.12
N -0.065 1.652 1.389  0.52
B 0.115 0.454 0.368  0.51
N 0.578 -0.783 1.206  0.58
N 1.854 -1.120 1.173  -0.58
C 2.273 -2.063 2.005  -0.06
C 1.377 -2.659 2.916  -0.49
C 0.037 -2.344 2.917  0.32
C -0.959 -2.986 3.830  -1.81
C -0.331 -1.374 1.975  0.93
S -1.998 -0.812 1.747  -0.48
C 3.744 -2.427 1.979  1.97
C 4.399 -1.720 3.180  -1.40
C 3.911 -3.947 2.119  -1.90
C 4.400 -1.954 0.683  -1.41
N 1.187 0.821 -0.682  0.41
N 2.305 1.388 -0.229  -0.24
C 3.241 1.692 -1.105  -0.10
C 3.058 1.415 -2.480  -0.45
C 1.906 0.835 -2.946  -0.23
C 1.651 0.550 -4.392  -1.77
C 0.950 0.555 -1.956  1.12
S -0.636 -0.126 -2.336  -0.36
C 4.507 2.361 -0.610  2.00
C 4.474 2.531 0.905  -1.46
C 4.607 3.739 -1.287  -1.77
C 5.717 1.499 -1.006  -1.41
C -1.040 2.544 1.243  0.78
S -2.271 2.235 0.007  -0.53
C 1.731 2.690 4.409  2.12
C 0.905 2.714 5.706  -1.73
C 2.598 3.957 4.324  -1.43
C 2.621 1.450 4.389  -1.42
H -2.091 5.487 2.652  0.43
H -3.186 4.267 2.001  0.42
H -2.122 5.168 0.917  0.39
H -0.192 4.542 3.777  0.52
H 1.749 -3.394 3.619  0.48
H -0.454 -3.514 4.635  0.45
H -1.568 -3.711 3.285  0.35
H -1.632 -2.249 4.271  0.45
H 3.955 -2.033 4.128  0.39
H 4.311 -0.636 3.096  0.08
H 5.458 -1.977 3.212  0.53
H 3.644 -4.311 3.112  0.39
H 4.960 -4.201 1.966  0.48
H 3.327 -4.492 1.374  0.40
H 4.254 -0.885 0.527  -0.17
H 4.005 -2.490 -0.183  0.37
H 5.470 -2.150 0.738  0.59
H 3.846 1.679 -3.174  0.51
H 2.547 0.734 -4.981  0.46
H 0.855 1.192 -4.776  0.36
H 1.350 -0.488 -4.543  0.32
H 3.668 3.202 1.209  0.30
H 5.419 2.958 1.237  0.55
H 4.332 1.575 1.412  -0.19
H 3.719 4.345 -1.098  0.38
H 4.754 3.665 -2.366  0.38
H 5.468 4.270 -0.882  0.48
H 5.691 0.523 -0.519  0.15
H 6.629 2.006 -0.694  0.50
H 5.789 1.345 -2.084  0.42
H 0.306 3.620 5.803  0.38
H 1.584 2.686 6.558  0.48
H 0.243 1.848 5.776  0.37
H 2.006 4.870 4.402  0.40
H 3.170 3.992 3.396  0.14
H 3.304 3.960 5.154  0.50
H 2.034 0.534 4.493  0.31
H 3.318 1.501 5.224  0.62
H 3.195 1.387 3.464  -0.24
C -5.942 -2.717 -1.890  -1.43
C -4.773 -2.048 -1.164  1.76
C -3.933 -3.156 -0.506  -1.75
C -5.307 -1.060 -0.115  -1.42
P -3.592 -1.082 -2.257  -0.04
C -2.963 -2.392 -3.397  1.05
C -1.784 -3.148 -3.100  -0.30
C -1.258 -4.142 -3.965  -0.87
C -1.947 -4.478 -5.093  -0.68
C -3.163 -3.796 -5.373  -0.79
C -3.656 -2.758 -4.518  -0.37
C -4.388 0.259 -3.328  2.02
C -3.545 0.486 -4.590  -1.72
C -5.849 -0.022 -3.694  -1.61
C -4.340 1.547 -2.494  -1.81
H -6.415 -3.405 -1.185  0.52
H -5.621 -3.320 -2.741  0.30
H -6.703 -2.017 -2.217  0.34
H -4.494 -3.565 0.336  0.59
H -2.974 -2.812 -0.107  0.26
H -3.749 -3.980 -1.198  0.31
H -5.860 -1.608 0.650  0.54
H -5.984 -0.327 -0.550  0.31
H -4.513 -0.510 0.415  0.16
H -1.295 -2.993 -2.146  0.55
H -0.341 -4.649 -3.699  0.55
H -1.603 -5.253 -5.765  0.50
H -3.725 -4.057 -6.263  0.54
H -4.590 -2.290 -4.792  0.39
H -3.641 -0.308 -5.327  0.40
H -2.488 0.635 -4.367  0.29
H -3.910 1.399 -5.064  0.56
H -6.010 -0.963 -4.218  0.29
H -6.174 0.775 -4.366  0.55
H -6.504 0.005 -2.825  0.40
H -3.316 1.911 -2.393  0.25
H -4.809 1.441 -1.513  0.30
H -4.896 2.323 -3.025  0.68

⟨S²⟩   2.032
2S+1   3
Total charge   +4
Kohn-Sham gap (spin up / spin down)   0.2507 / 0.1696 Ha

Run b
Molecular formula: C41H62BN6PS3W
Method: DFT, ωB97M-V/def2-TZVPD

Each line ends with the Mulliken charge.
CARTESIAN COORDINATES (ANGSTROEM)
W -0.327 -0.097 -0.158  -0.06
C 4.445 2.057 -0.585  -1.93
C 4.048 0.618 -0.774  0.28
C 4.901 -0.323 -1.297  -0.59
C 4.490 -1.657 -1.507  -0.23
N 3.287 -2.051 -1.109  -0.31
N 2.466 -1.150 -0.585  0.30
B 1.099 -1.856 -0.136  -0.17
N 1.364 -2.540 1.251  0.48
N 2.201 -3.531 1.271  -0.11
C 2.514 -4.088 2.465  -0.41
C 1.909 -3.631 3.647  -0.72
C 1.076 -2.533 3.645  0.46
C 0.470 -1.968 4.893  -1.86
C 0.837 -1.975 2.367  1.39
S -0.026 -0.500 2.212  -0.31
C 3.523 -5.206 2.471  2.32
C 4.327 -5.229 1.170  -1.07
C 4.466 -5.037 3.680  -1.92
C 2.722 -6.523 2.618  -1.55
N 0.649 -2.836 -1.256  1.06
N 0.643 -4.140 -1.017  -0.44
C 0.341 -4.943 -2.027  -0.51
C 0.097 -4.413 -3.313  -0.65
C 0.044 -3.058 -3.537  0.15
C -0.282 -2.450 -4.872  -1.90
C 0.294 -2.271 -2.409  1.47
S 0.140 -0.505 -2.443  -0.59
C 0.325 -6.439 -1.746  2.14
C -0.544 -7.175 -2.776  -1.98
C 1.783 -6.923 -1.846  -1.38
C -0.218 -6.714 -0.340  -1.47
C 2.762 0.149 -0.452  1.15
S 1.540 1.292 0.132  -0.26
C 5.393 -2.673 -2.174  2.37
C 5.872 -2.080 -3.513  -1.74
C 4.651 -3.986 -2.418  -1.68
C 6.604 -2.906 -1.248  -1.42
H 5.497 2.193 -0.827  0.41
H 4.292 2.380 0.446  0.44
H 3.866 2.715 -1.237  0.45
H 5.907 -0.032 -1.570  0.51
H 2.145 -4.121 4.583  0.51
H 0.885 -2.457 5.771  0.44
H -0.612 -2.123 4.898  0.36
H 0.654 -0.895 4.982  0.43
H 4.982 -4.357 1.095  0.30
H 3.693 -5.258 0.285  -0.69
H 4.955 -6.120 1.170  0.55
H 4.890 -4.031 3.737  0.40
H 5.292 -5.736 3.557  0.47
H 3.993 -5.274 4.633  0.44
H 2.137 -6.738 1.723  0.25
H 2.053 -6.509 3.482  0.41
H 3.434 -7.336 2.767  0.50
H -0.088 -5.090 -4.136  0.51
H -0.442 -3.223 -5.620  0.47
H 0.531 -1.806 -5.215  0.40
H -1.187 -1.843 -4.814  0.39
H -0.085 -7.215 -3.765  0.39
H -1.542 -6.738 -2.869  0.45
H -0.669 -8.207 -2.449  0.45
H 2.215 -6.698 -2.824  0.40
H 1.810 -8.005 -1.713  0.50
H 2.409 -6.465 -1.076  0.05
H -1.290 -6.504 -0.284  0.31
H 0.295 -6.133 0.427  0.04
H -0.084 -7.771 -0.110  0.52
H 5.034 -1.830 -4.168  0.37
H 6.481 -2.827 -4.022  0.47
H 6.494 -1.193 -3.393  0.40
H 3.839 -3.851 -3.139  0.32
H 4.231 -4.408 -1.502  0.02
H 5.353 -4.708 -2.836  0.59
H 7.211 -2.007 -1.130  0.39
H 7.241 -3.674 -1.686  0.50
H 6.295 -3.250 -0.258  0.20
C -4.851 1.525 1.799  -1.58
C -3.394 1.024 1.831  2.01
C -3.416 -0.273 2.649  -1.59
C -2.490 2.099 2.445  -1.54
P -2.767 0.600 0.109  0.63
C -3.476 -0.964 -0.385  0.23
C -2.579 -2.028 -0.305  1.19
C -2.935 -3.339 -0.566  -1.46
C -4.257 -3.581 -0.923  -0.73
C -5.173 -2.534 -1.024  -1.02
C -4.791 -1.224 -0.760  -0.73
C -2.933 1.922 -1.213  1.84
C -3.145 1.247 -2.574  -1.55
C -4.097 2.886 -0.960  -1.80
C -1.610 2.704 -1.193  -1.37
H -5.205 1.543 2.833  0.54
H -5.517 0.852 1.255  0.30
H -4.950 2.530 1.409  0.36
H -3.671 -0.012 3.678  0.60
H -2.465 -0.811 2.680  0.25
H -4.172 -0.968 2.284  0.36
H -2.778 2.252 3.487  0.55
H -2.600 3.059 1.938  0.33
H -1.429 1.835 2.442  0.23
H -1.527 -1.855 -0.012  -0.55
H -2.219 -4.149 -0.489  0.71
H -4.579 -4.595 -1.125  0.49
H -6.197 -2.745 -1.307  0.51
H -5.518 -0.425 -0.845  0.56
H -4.176 0.915 -2.690  0.37
H -2.494 0.391 -2.763  0.20
H -2.950 1.992 -3.348  0.56
H -5.051 2.381 -0.820  0.41
H -4.189 3.504 -1.857  0.56
H -3.916 3.556 -0.121  0.33
H -0.765 2.106 -1.564  0.24
H -1.365 3.107 -0.207  0.28
H -1.679 3.552 -1.879  0.60

⟨S²⟩   2.036
2S+1   3
Total charge   +4
Kohn-Sham gap (spin up / spin down)   0.2342 / 0.1791 Ha

Relative energies, in hartree, with the most stable structure set to zero: run a 0.0000; run b 0.0436.